*a*
C2H4ClOP | wB97M-V/def2-TZVPD

Values from the calculation:
**Orbital gap**: 8.132 eV
**Multiplicity**: 1
**SMILES**: CO/C=P/Cl

Bonds (Å) are listed after each position.
Geometry (Å):
1 C 0.61 0.45 -0.42  O3 1.383, P4 1.826, H6 1.132
2 C -1.26 -0.67 0.59  O3 1.401, H7 1.173, H8 1.105, H9 1.239
3 O -0.76 0.34 -0.24  C1 1.383, C2 1.401
4 P 1.33 1.88 -1.29  C1 1.826, Cl5 1.966
5 Cl 3.13 1.13 -1.55  P4 1.966
6 H 1.34 -0.26 0.09  C1 1.132
7 H -1.17 -1.82 0.38  C2 1.173
8 H -2.34 -0.45 0.66  C2 1.105
9 H -0.89 -0.60 1.78  C2 1.239

=====

*b*
C2H4ClOP | wB97M-V/def2-TZVPD

Values from the calculation:
**Orbital gap (alpha / beta)**: 8.769 / 5.597 eV
**Multiplicity**: 1

Bonds (Å) are listed after each position.
Geometry (Å):
1 C -0.67 0.25 0.49  C2 1.541, P4 1.620, H6 1.068
2 C -0.53 -1.08 -0.28  C1 1.541, H7 1.020, H8 1.112, H9 1.148
3 O 2.51 1.54 0.44  Cl5 1.544
4 P -1.56 0.75 1.74  C1 1.620
5 Cl 1.58 1.71 -0.78  O3 1.544
6 H 0.07 0.89 0.06  C1 1.068
7 H -1.05 -0.94 -1.15  C2 1.020
8 H -0.88 -2.02 0.20  C2 1.112
9 H 0.53 -1.09 -0.72  C2 1.148

=====

Result of the stability comparison: *b* is the least stable of them.